1.
Entry from the Open Molecules 2025 dataset: C57H49AsBN4O2RuS as an isolated structure (ωB97M-V with the def2-TZVPD basis set).

Element x y z (Å)
1 Ru 0.922 0.432 0.103
2 C 3.773 -3.507 6.097
3 C 2.402 -3.295 6.055
4 C 1.837 -2.601 4.996
5 C 2.633 -2.115 3.962
6 C 4.007 -2.344 4.004
7 C 4.573 -3.033 5.068
8 C 2.048 -1.376 2.809
9 C 2.098 -1.982 1.590
10 C 2.419 -3.369 1.358
11 C 2.051 -3.670 0.094
12 C 1.543 -2.462 -0.506
13 C 1.106 -2.337 -1.843
14 C 0.809 -3.590 -2.581
15 C 1.430 -3.891 -3.792
16 C 1.127 -5.062 -4.471
17 C 0.196 -5.950 -3.950
18 C -0.425 -5.663 -2.742
19 C -0.118 -4.495 -2.061
20 C 0.972 -1.100 -2.484
21 N 1.299 0.107 -1.879
22 C 1.191 1.075 -2.845
23 C 1.688 2.443 -2.602
24 C 2.586 3.056 -3.610
25 C 2.234 3.165 -4.959
26 C 3.093 3.742 -5.881
27 C 4.335 4.218 -5.483
28 C 4.709 4.102 -4.152
29 C 3.847 3.527 -3.230
30 C 1.531 3.103 -1.383
31 C 1.961 4.356 -0.984
32 C 1.571 4.568 0.378
33 C 0.899 3.480 0.809
34 N 0.806 2.546 -0.267
35 C 0.393 3.189 2.147
36 C 0.594 1.938 2.753
37 C 0.478 1.635 4.126
38 C 1.058 0.391 4.324
39 C 1.437 -0.093 3.075
40 N 1.133 0.833 2.100
41 C -0.163 4.352 2.861
42 C -1.148 5.119 2.227
43 C -1.718 6.213 2.854
44 C -1.303 6.580 4.130
45 C -0.304 5.851 4.757
46 C 0.265 4.751 4.129
47 C 0.728 0.513 -4.032
48 C 0.587 -0.852 -3.812
49 N 1.607 -1.453 0.396
50 H 4.214 -4.044 6.927
51 H 1.768 -3.675 6.845
52 H 0.763 -2.464 4.952
53 H 4.628 -1.971 3.200
54 H 5.643 -3.198 5.090
55 H 2.832 -4.036 2.096
56 H 2.115 -4.624 -0.402
57 H 2.168 -3.205 -4.190
58 H 1.625 -5.284 -5.406
59 H -0.043 -6.862 -4.483
60 H -1.155 -6.347 -2.328
61 H -0.613 -4.267 -1.124
62 H 1.261 2.833 -5.288
63 H 2.787 3.822 -6.916
64 H 5.005 4.668 -6.203
65 H 5.680 4.451 -3.827
66 H 4.166 3.408 -2.203
67 H 2.521 5.041 -1.598
68 H 1.800 5.429 0.986
69 H 0.026 2.263 4.875
70 H 1.191 -0.112 5.267
71 H -1.476 4.829 1.235
72 H -2.488 6.781 2.348
73 H -1.753 7.430 4.626
74 H 0.046 6.145 5.739
75 H 1.076 4.219 4.607
76 H 0.501 1.033 -4.945
77 H 0.235 -1.590 -4.513
78 C -1.763 4.524 -5.628
79 As -1.001 4.271 -3.837
80 C 0.043 5.931 -3.816
81 C -2.533 4.954 -2.823
82 S -0.849 1.950 -0.514
83 H -2.260 5.492 -5.706
84 H -2.481 3.732 -5.839
85 H -0.965 4.475 -6.370
86 H -0.590 6.783 -4.068
87 H 0.861 5.858 -4.534
88 H 0.466 6.079 -2.822
89 H -2.879 5.902 -3.237
90 H -2.235 5.101 -1.784
91 H -3.345 4.228 -2.846
92 C -6.048 -4.898 2.018
93 C -4.545 -4.938 2.324
94 C -4.360 -4.710 3.826
95 C -3.995 -6.327 1.969
96 C -3.799 -3.887 1.497
97 C -4.075 -3.745 0.132
98 C -3.395 -2.845 -0.689
99 C -2.415 -2.088 -0.093
100 O -1.582 -1.147 -0.655
101 B -0.746 -0.743 0.395
102 O -1.100 -1.367 1.583
103 C -2.128 -2.221 1.247
104 C -2.792 -3.100 2.068
105 H -6.571 -5.616 2.653
106 H -6.266 -5.159 0.983
107 H -6.461 -3.906 2.211
108 H -5.012 -5.387 4.381
109 H -4.615 -3.688 4.114
110 H -3.335 -4.910 4.146
111 H -4.563 -7.107 2.483
112 H -2.948 -6.415 2.263
113 H -4.059 -6.511 0.895
114 H -4.840 -4.361 -0.320
115 H -3.618 -2.751 -1.743
116 H -2.529 -3.166 3.114

## Properties
* frontier orbital gap (spin up / spin down): 5.10 / 5.24 eV
* charge: 0
* energy above the lowest of the compared OMol25 structures with the same formula, charge and spin: 0.0 kJ/mol
* ⟨S²⟩: 8.83
* HOMO energy (spin up / spin down): -5.450 / -7.554 eV
* 2S+1: 6

2.
Entry from the Open Molecules 2025 dataset: C57H49FN2O2PPdSSb as an isolated structure (ωB97M-V with the def2-TZVPD basis set).

Element x y z (Å)
1 Pd 1.034 -0.607 0.311
2 N -0.673 0.202 2.812
3 C -0.673 -0.974 3.543
4 C -0.705 -0.935 4.938
5 C -0.731 -2.101 5.676
6 C -0.750 -3.335 5.036
7 C -0.698 -3.373 3.655
8 C -0.615 -2.207 2.893
9 P -0.454 -2.239 1.080
10 C 0.094 -3.919 0.684
11 C 1.274 -4.382 1.264
12 C 1.801 -5.604 0.891
13 C 1.162 -6.371 -0.075
14 C 0.001 -5.907 -0.669
15 C -0.530 -4.681 -0.296
16 C -2.180 -2.126 0.524
17 C -2.572 -1.069 -0.285
18 C -3.905 -0.933 -0.651
19 C -4.840 -1.858 -0.225
20 C -4.448 -2.924 0.579
21 C -3.127 -3.055 0.956
22 H -0.797 1.045 3.371
23 H -1.273 0.230 1.986
24 H -0.729 0.026 5.434
25 H -0.756 -2.047 6.754
26 H -0.800 -4.250 5.603
27 H -0.681 -4.332 3.158
28 H 1.790 -3.777 2.000
29 H 2.714 -5.954 1.346
30 H 1.577 -7.324 -0.369
31 H -0.493 -6.495 -1.429
32 H -1.432 -4.318 -0.774
33 H -1.837 -0.360 -0.658
34 H -4.199 -0.106 -1.279
35 H -5.875 -1.755 -0.512
36 H -5.177 -3.647 0.916
37 H -2.833 -3.877 1.595
38 F 6.313 0.970 3.162
39 C 5.166 0.524 2.562
40 C 4.015 0.416 3.322
41 C 2.856 -0.033 2.702
42 C 2.849 -0.363 1.350
43 C 4.030 -0.272 0.623
44 C 5.199 0.187 1.224
45 H 4.036 0.680 4.368
46 H 1.943 -0.110 3.285
47 H 4.063 -0.575 -0.427
48 H 6.122 0.273 0.674
49 S 1.811 -2.091 -1.571
50 Sb 1.135 -0.649 -3.216
51 C -0.884 -0.975 -3.642
52 C -1.743 0.033 -4.057
53 C -3.066 -0.268 -4.340
54 C -3.531 -1.568 -4.201
55 C -2.677 -2.571 -3.780
56 C -1.349 -2.277 -3.501
57 C 2.079 -1.399 -4.971
58 C 3.351 -0.950 -5.303
59 C 4.018 -1.483 -6.394
60 C 3.417 -2.465 -7.163
61 C 2.148 -2.916 -6.839
62 C 1.485 -2.385 -5.744
63 C 1.748 1.336 -3.447
64 C 1.495 1.918 -4.681
65 C 1.816 3.253 -4.887
66 C 2.403 3.987 -3.870
67 C 2.672 3.393 -2.645
68 C 2.338 2.068 -2.426
69 H -1.393 1.051 -4.141
70 H -3.738 0.516 -4.657
71 H -4.567 -1.796 -4.413
72 H -3.042 -3.580 -3.660
73 H -0.684 -3.055 -3.143
74 H 3.835 -0.178 -4.717
75 H 5.006 -1.131 -6.644
76 H 3.935 -2.878 -8.015
77 H 1.676 -3.679 -7.437
78 H 0.492 -2.744 -5.507
79 H 1.061 1.341 -5.491
80 H 1.615 3.712 -5.843
81 H 2.650 5.026 -4.030
82 H 3.131 3.964 -1.853
83 H 2.530 1.619 -1.455
84 C -0.031 3.042 6.599
85 C -0.926 3.227 5.407
86 C -2.288 3.413 5.606
87 C -3.137 3.588 4.528
88 C -2.638 3.587 3.240
89 C -1.272 3.426 3.026
90 N -0.730 3.390 1.750
91 C -1.296 3.813 0.565
92 C -2.098 4.952 0.480
93 C -2.561 5.390 -0.744
94 C -2.239 4.713 -1.916
95 C -1.465 3.571 -1.829
96 C -1.000 3.105 -0.607
97 C -0.215 1.832 -0.552
98 O -0.419 0.956 -1.424
99 O 0.566 1.679 0.414
100 C -0.402 3.227 4.113
101 C 1.077 3.060 3.883
102 H -0.601 3.157 7.519
103 H 0.782 3.765 6.615
104 H 0.427 2.053 6.615
105 H -2.679 3.421 6.613
106 H -4.197 3.712 4.689
107 H -3.303 3.690 2.395
108 H 0.043 2.741 1.589
109 H -2.322 5.509 1.377
110 H -3.166 6.285 -0.785
111 H -2.585 5.073 -2.871
112 H -1.193 3.015 -2.715
113 H 1.321 2.478 2.997
114 H 1.556 2.566 4.726
115 H 1.565 4.028 3.752

## Properties
* frontier orbital gap (spin up / spin down): 7.58 / 6.37 eV
* charge: 0
* energy above the lowest of the compared OMol25 structures with the same formula, charge and spin: 0.0 kJ/mol
* ⟨S²⟩: 2.01
* HOMO energy (spin up / spin down): -7.124 / -7.209 eV
* 2S+1: 3

no.,DFT total energy (eV)
1,-144892.326
2,-99839.128